ORCA calculation (ωB97M-V/def2-TZVPD) on a molecular structure, C3H6AsFeNO2S4.

Values from the calculation:
- F_max (eV/Å) = 0.60
- relative energy (zero: lowest compared OMol25 entry of this formula, charge and spin) (kcal per mole) = 0.00
- multiplicity = 5
- HOMO (spin up / spin down) (eV) = -0.858 / -0.855
- total charge = -2

```
18
C3H6AsFeNO2S4 ωB97M-V/def2-TZVPD
Fe -1.224 -0.196 0.337
S -4.020 -2.750 -1.556
As -3.879 -0.721 -0.925
S -3.272 -0.643 1.237
S -2.024 0.187 -1.820
S -5.574 0.504 -1.311
N 0.933 -0.430 -0.846
C 2.220 -0.016 -0.283
C 2.034 1.093 0.757
C 1.285 0.529 1.955
O 1.931 0.197 2.951
O 0.018 0.395 1.787
H 0.993 -1.244 -1.442
H 0.508 0.301 -1.407
H 2.926 0.308 -1.052
H 2.660 -0.880 0.218
H 1.468 1.923 0.325
H 3.016 1.443 1.073
```

ORCA calculation (ωB97M-V/def2-TZVPD) on a single C7H11N2OP molecule in a non-equilibrium geometry.

Values from the calculation:
- F_max (eV/Å) = 4.39
- relative energy (zero: lowest compared OMol25 entry of this formula, charge and spin) (kcal per mole) = 31.81
- SMILES = N=[P@](N)(O)Cc1ccccc1
- HOMO (eV) = -9.131
- total charge = 0

```
22
C7H11N2OP ωB97M-V/def2-TZVPD
N 0.228 -0.987 -2.848
P 0.863 0.070 -1.935
N 1.046 1.626 -2.728
O 2.353 -0.413 -1.551
C 0.388 0.713 -0.227
C -0.276 0.007 0.890
C -1.146 -1.051 0.665
C -1.772 -1.753 1.700
C -1.512 -1.412 3.045
C -0.607 -0.336 3.249
C -0.059 0.368 2.200
H -0.807 -1.079 -2.790
H 1.982 1.973 -2.522
H 0.988 1.463 -3.771
H 2.671 -0.837 -2.326
H 0.006 1.674 -0.641
H 1.324 0.962 0.182
H -1.311 -1.167 -0.386
H -2.562 -2.437 1.496
H -1.940 -2.115 3.845
H -0.337 -0.030 4.152
H 0.456 1.300 2.528
```

ORCA calculation (ωB97M-V/def2-TZVPD) on 6 unconnected molecules or ions with the total composition C50H52BN6O22 in a non-equilibrium geometry.

Values from the calculation:
- F_max (eV/Å) = 1.97
- HOMO (eV) = -10.499
- total charge = +1

```
131
C50H52BN6O22 ωB97M-V/def2-TZVPD
C 10.153 -2.670 3.060
C 8.870 -2.436 3.260
N 7.931 -2.292 2.158
C 7.275 -3.518 1.675
C 7.415 -4.638 2.727
N 8.184 -5.633 2.624
C 7.769 -1.060 1.659
N 8.444 -0.010 2.162
C 8.050 1.032 1.397
B 8.699 2.466 1.708
C 8.003 3.867 1.590
O 9.969 2.441 2.157
N 7.183 0.636 0.487
C 6.542 1.481 -0.500
N 6.996 1.185 -1.884
C 8.442 0.896 -1.910
N 6.976 -0.715 0.615
C 6.096 -1.452 -0.273
O 4.896 -1.871 0.326
C 3.999 -0.817 0.554
C 4.207 0.033 1.607
C 3.341 1.059 1.893
C 3.539 2.001 3.060
C 2.237 1.187 1.082
C 2.049 0.341 0.022
C 2.907 -0.693 -0.281
C 2.637 -1.637 -1.449
C 1.228 -1.504 -2.048
C 2.856 -3.138 -1.107
H 10.765 -3.181 3.795
H 10.636 -2.404 2.121
H 8.452 -2.365 4.261
H 7.776 -3.886 0.771
H 6.200 -3.397 1.511
H 6.804 -4.491 3.623
H 8.687 -5.591 1.734
H 6.924 3.847 1.437
H 8.478 4.389 0.746
H 8.285 4.450 2.472
H 10.366 1.565 2.041
H 5.470 1.247 -0.458
H 6.640 2.542 -0.277
H 6.908 2.074 -2.369
H 8.777 0.900 -2.949
H 8.676 -0.098 -1.519
H 9.051 1.643 -1.375
H 5.876 -0.911 -1.197
H 6.618 -2.366 -0.563
H 5.086 -0.128 2.229
H 3.879 1.449 3.941
H 4.239 2.809 2.835
H 2.562 2.406 3.332
H 1.524 1.972 1.308
H 1.153 0.512 -0.557
H 3.337 -1.386 -2.259
H 0.468 -1.991 -1.429
H 1.203 -2.036 -3.005
H 0.950 -0.472 -2.276
H 3.893 -3.410 -1.300
H 2.211 -3.726 -1.765
H 2.542 -3.376 -0.087
C -1.449 -2.230 -7.485
C -1.212 -2.436 -6.184
C 0.029 -3.135 -5.709
O 0.190 -3.277 -4.508
C 0.972 -3.615 -6.703
C 0.735 -3.413 -8.007
C -0.494 -2.691 -8.483
O -0.640 -2.524 -9.677
O 1.565 -3.834 -8.955
O -2.052 -2.034 -5.231
H -2.338 -1.726 -7.839
H 1.853 -4.133 -6.349
H 1.164 -3.561 -9.803
H -1.641 -2.299 -4.384
C -1.761 -0.230 -0.123
C -1.879 -0.219 1.212
C -3.076 -0.828 1.899
O -3.134 -0.819 3.125
C -4.118 -1.406 1.076
C -3.998 -1.410 -0.262
C -2.796 -0.829 -0.946
O -2.741 -0.882 -2.160
O -4.915 -1.922 -1.066
O -0.951 0.322 1.991
H -0.909 0.199 -0.629
H -4.977 -1.825 1.580
H -4.573 -1.787 -1.975
H -1.261 0.220 2.912
C -7.689 -1.361 -4.251
C -8.814 -1.620 -4.932
C -8.804 -2.449 -6.185
O -9.860 -2.663 -6.746
C -7.524 -2.951 -6.667
C -6.402 -2.688 -5.987
C -6.419 -1.883 -4.722
O -5.360 -1.701 -4.148
O -5.204 -3.120 -6.384
O -10.000 -1.165 -4.546
H -7.683 -0.768 -3.347
H -7.525 -3.532 -7.579
H -4.567 -2.793 -5.719
H -10.642 -1.494 -5.205
C -2.860 4.304 4.461
C -3.883 5.168 4.484
C -5.284 4.734 4.169
O -6.176 5.560 4.222
C -5.509 3.347 3.807
C -4.489 2.475 3.776
C -3.088 2.908 4.120
O -2.193 2.083 4.103
O -4.670 1.198 3.445
O -3.725 6.453 4.787
H -1.847 4.603 4.690
H -6.523 3.058 3.568
H -3.792 0.721 3.468
H -4.616 6.851 4.733
C -9.516 4.614 5.332
C -10.536 5.481 5.358
C -11.940 5.051 5.045
O -12.828 5.880 5.103
C -12.169 3.658 4.682
C -11.146 2.795 4.654
C -9.749 3.221 4.993
O -8.859 2.388 4.972
O -11.302 1.512 4.328
O -10.374 6.767 5.661
H -8.499 4.906 5.557
H -13.181 3.364 4.442
H -10.413 1.112 4.388
H -11.263 7.167 5.609
```

ORCA calculation (ωB97M-V/def2-TZVPD) on a molecular structure, C4H6S2 in a non-equilibrium geometry.

Values from the calculation:
- F_max (eV/Å) = 3.22
- relative energy (zero: lowest compared OMol25 entry of this formula, charge and spin) (kcal per mole) = 21.78
- HOMO (eV) = -8.519
- total charge = 0

```
12
C4H6S2 ωB97M-V/def2-TZVPD
C 1.980 0.014 -0.063
C 0.653 0.548 0.130
C -0.469 -0.199 0.061
C -1.741 0.361 0.056
H 1.979 -0.869 -0.731
H 2.299 -0.365 0.877
H 2.627 0.835 -0.294
H 0.651 1.658 0.242
H -0.329 -1.274 -0.026
H -2.401 -1.858 -0.268
S -3.036 -0.774 0.036
S -2.212 1.923 -0.021
```

ORCA calculation (ωB97M-V/def2-TZVPD) on a molecular structure, C4H24CdF12N2O20S4 in a non-equilibrium geometry.

Values from the calculation:
- F_max (eV/Å) = 5.12
- relative energy (zero: lowest compared OMol25 entry of this formula, charge and spin) (kcal per mole) = 44.68
- HOMO (eV) = -10.915
- total charge = 0

```
67
C4H24CdF12N2O20S4 ωB97M-V/def2-TZVPD
Cd 12.900 -10.568 -15.521
C 16.109 -12.589 -16.803
F 16.435 -11.331 -16.541
F 16.848 -13.120 -17.719
F 16.260 -13.285 -15.684
S 14.240 -12.683 -17.286
O 14.286 -13.216 -18.599
O 13.584 -13.429 -16.248
N 13.726 -11.000 -17.289
S 14.036 -10.492 -18.751
O 15.400 -10.606 -19.214
O 13.026 -10.845 -19.705
C 13.842 -8.592 -18.563
F 14.476 -8.047 -19.570
F 12.547 -8.277 -18.646
F 14.312 -8.147 -17.399
C 8.840 -11.515 -15.443
F 8.683 -10.936 -16.603
F 8.836 -10.695 -14.401
F 7.897 -12.403 -15.235
S 10.499 -12.492 -15.495
O 10.246 -13.877 -15.227
O 10.978 -12.337 -16.849
N 11.617 -11.612 -14.464
S 11.441 -12.395 -13.118
O 10.091 -12.691 -12.698
O 12.362 -13.495 -13.016
C 12.013 -11.133 -11.814
F 11.339 -10.000 -12.102
F 11.647 -11.520 -10.615
F 13.303 -10.857 -11.873
O 7.045 -8.353 -18.050
H 6.906 -9.055 -17.407
H 7.136 -8.816 -18.890
O 10.884 -7.403 -13.855
H 11.452 -6.629 -13.792
H 10.629 -7.584 -12.933
O 14.580 -11.408 -14.281
H 15.514 -11.159 -14.229
H 14.463 -12.095 -13.592
O 7.537 -16.167 -14.868
H 8.034 -15.453 -15.282
H 8.210 -16.784 -14.562
O 10.480 -7.258 -11.059
H 9.876 -7.965 -11.323
H 10.814 -7.544 -10.201
O 4.939 -11.600 -16.105
H 5.413 -11.456 -16.947
H 4.988 -10.759 -15.639
O 8.660 -12.807 -18.845
H 9.238 -13.556 -18.662
H 9.251 -12.137 -19.215
O 16.368 -11.189 -11.188
H 16.103 -11.979 -11.677
H 15.764 -11.156 -10.441
O 15.019 -13.654 -12.187
H 14.171 -14.036 -12.472
H 15.683 -14.295 -12.473
O 11.673 -15.176 -17.661
H 12.059 -14.622 -16.972
H 10.748 -15.261 -17.412
O 11.634 -12.293 -7.926
H 12.481 -11.844 -7.828
H 11.674 -12.706 -8.792
O 6.112 -11.420 -18.696
H 5.931 -11.940 -19.485
H 7.054 -11.586 -18.516
```

ORCA calculation (ωB97M-V/def2-TZVPD) on 5 unconnected molecules or ions with the total composition C20H25N5 in a non-equilibrium geometry.

Values from the calculation:
- F_max (eV/Å) = 11.20
- relative energy (zero: lowest compared OMol25 entry of this formula, charge and spin) (kcal per mole) = 254.87
- SMILES = c1cc[nH]c1.c1cc[nH]c1.c1cc[nH]c1.c1cc[nH]c1.c1cc[nH]c1
- HOMO (eV) = -7.513
- total charge = 0

```
50
C20H25N5 ωB97M-V/def2-TZVPD
C -3.483 0.320 1.143
C -4.569 0.710 2.227
C -3.923 1.642 3.208
N -2.583 1.573 2.972
C -2.215 0.865 1.841
H -3.518 -0.342 0.230
H -5.490 0.541 1.989
H -4.245 2.474 3.990
H -1.774 2.000 3.388
H -1.221 1.083 1.592
C 1.454 0.134 4.964
C 0.619 -0.184 3.702
C 1.282 0.686 2.620
N 2.272 1.410 3.232
C 2.325 1.181 4.558
H 1.328 -0.076 5.996
H -0.214 -0.896 3.818
H 0.820 0.745 1.540
H 2.893 2.017 2.714
H 2.973 1.898 5.223
C 3.299 -3.810 -3.574
C 2.033 -4.213 -4.351
C 0.887 -3.431 -3.716
N 1.348 -2.788 -2.623
C 2.749 -2.962 -2.437
H 4.343 -4.238 -3.694
H 1.734 -4.900 -5.270
H -0.209 -3.458 -3.984
H 0.826 -2.264 -1.961
H 3.214 -2.847 -1.622
C -1.466 -1.800 -0.498
C -0.062 -2.010 0.083
C 0.626 -0.830 -0.369
N -0.205 -0.055 -1.106
C -1.490 -0.545 -1.182
H -2.305 -2.426 -0.732
H 0.341 -2.764 0.695
H 1.634 -0.437 -0.304
H 0.222 0.730 -1.707
H -2.230 0.032 -1.728
C 0.571 2.429 -3.223
C 1.339 2.297 -1.890
C 0.392 2.858 -0.882
N -0.703 3.298 -1.496
C -0.691 3.052 -2.842
H 1.192 1.816 -4.127
H 2.291 1.680 -1.909
H 0.482 2.559 0.095
H -1.433 3.825 -1.132
H -1.465 3.419 -3.463
```